#A
A 2-piece molecular cluster, C3H6N4 overall, computed with ωB97M-V with the def2-TZVPD basis set.

Calculated values
Net charge: 0
Molar mass (g mol⁻¹): 98.1

Element x y z (Å)
C (-1.4635, -0.3960, 0.2708)
C (0.0290, 1.5764, -0.3226)
C (1.6600, -0.2189, -0.3615)
H (-1.6349, -2.0180, -0.3002)
H (-2.1123, -0.7544, 1.2183)
H (-1.3799, 1.5111, 1.2040)
H (-0.0613, 2.6906, -0.5821)
H (0.7352, -1.0289, -1.2140)
H (2.4386, -1.7409, 0.3372)
N (-1.1727, -1.1498, -0.6906)
N (-0.9727, 0.9466, 0.3325)
N (1.3104, 1.2268, -0.3924)
N (2.6242, -0.6447, 0.5005)



#B
C3H6N4 in the gas phase, computed with ωB97M-V with the def2-TZVPD basis set.

Calculated values
Net charge: 0
Molar mass (g mol⁻¹): 98.1
SMILES: [H]/N=C1\CN=C(N)N1

Element x y z (Å)
H (-2.7609, -1.0282, -0.9617)
N (-2.2409, -0.9594, -0.0488)
C (-1.0556, -0.5103, -0.2349)
C (-0.0099, -0.6272, -1.2567)
N (0.9302, 0.3045, -0.7574)
C (0.7075, 0.7059, 0.4413)
N (1.5939, 1.5151, 1.1773)
N (-0.4729, 0.1107, 0.8891)
H (-0.4100, -0.6189, -2.2421)
H (0.3546, -1.7437, -1.2930)
H (2.3107, 1.4774, 0.3898)
H (1.9963, 0.9839, 2.0940)
H (-0.9430, 0.3904, 1.8030)



#C
A 2-piece molecular cluster, C3H6N4 overall, computed with ωB97M-V with the def2-TZVPD basis set.

Calculated values
Net charge: 0
Molar mass (g mol⁻¹): 98.1

Element x y z (Å)
C (-1.3214, 1.3332, 0.6655)
C (-1.0276, 0.0323, -0.0187)
C (-1.2661, -1.3468, -0.2310)
N (1.6371, -0.9023, -0.0217)
N (2.5049, -0.2430, -0.2558)
N (3.3017, 0.4972, -0.6736)
N (-0.5950, 1.1032, -0.5421)
H (-2.3596, 1.8787, 0.5899)
H (-0.7350, 1.6725, 1.6138)
H (-2.3213, -1.5545, -0.4436)
H (-1.0096, -1.8418, 0.6556)
H (-0.7161, -1.8246, -1.0262)
H (3.9079, 1.1959, -0.3120)



#D
A 2-piece molecular cluster, C3H6N4 overall, computed with ωB97M-V with the def2-TZVPD basis set.

Calculated values
Net charge: 0
Molar mass (g mol⁻¹): 98.1

Element x y z (Å)
C (0.7118, -0.4428, -0.0698)
C (-1.3876, -0.3709, 0.5953)
C (0.9317, 0.8987, -0.7877)
N (-1.5618, -1.6825, 0.6275)
N (-2.7712, -1.9975, 0.9604)
N (-3.3591, -0.7921, 1.2294)
N (-2.6395, 0.2479, 1.0476)
H (0.9918, -0.6691, 0.9339)
H (0.7829, -1.2814, -0.7346)
H (1.9310, 0.9305, -1.2263)
H (0.6855, 1.9024, -0.2051)
H (0.2434, 0.8058, -1.6006)
H (-4.3247, -0.6043, 1.6191)



Going by the energies, #B is most stable and the next is 305.8 kJ/mol up.